Entry 1:
# C47H42Cl2N3O7PSTa

A structure of composition C47H42Cl2N3O7PSTa at a distorted geometry (ωB97M-V/def2-TZVPD, the Open Molecules 2025 dataset).

## Properties
Charge: +1

Geometry (Å):
Ta (12.402, -18.129, 8.067)
O (12.953, -17.317, 5.957)
C (13.621, -16.419, 6.570)
O (13.978, -16.643, 7.780)
C (13.527, -15.007, 6.194)
C (14.337, -14.228, 5.392)
C (14.049, -12.869, 5.302)
C (12.982, -12.327, 6.005)
C (12.171, -13.131, 6.795)
C (12.439, -14.489, 6.879)
P (11.379, -15.662, 7.814)
C (9.824, -15.514, 6.915)
C (8.994, -14.394, 7.005)
C (7.872, -14.296, 6.194)
C (7.575, -15.306, 5.288)
C (8.394, -16.424, 5.197)
C (9.521, -16.526, 6.007)
C (11.216, -14.859, 9.419)
C (10.013, -14.775, 10.111)
C (9.979, -14.229, 11.381)
C (11.151, -13.781, 11.977)
C (12.360, -13.880, 11.303)
C (12.393, -14.420, 10.023)
H (15.189, -14.649, 4.875)
H (14.664, -12.231, 4.688)
H (12.778, -11.270, 5.939)
H (11.354, -12.685, 7.345)
H (9.211, -13.600, 7.709)
H (7.223, -13.437, 6.267)
H (6.705, -15.223, 4.645)
H (8.156, -17.219, 4.503)
H (10.142, -17.404, 5.920)
H (9.089, -15.128, 9.668)
H (9.039, -14.150, 11.909)
H (11.119, -13.364, 12.976)
H (13.277, -13.557, 11.773)
H (13.348, -14.514, 9.504)
C (16.202, -17.056, 12.267)
C (15.541, -18.412, 12.466)
N (15.692, -19.242, 11.266)
C (16.902, -20.072, 11.187)
C (16.593, -21.517, 11.498)
C (14.831, -19.235, 10.259)
S (13.424, -18.229, 10.390)
N (15.142, -20.085, 9.256)
C (14.663, -20.099, 8.080)
O (13.901, -19.185, 7.580)
C (15.066, -21.134, 7.113)
C (16.129, -21.983, 7.417)
C (16.544, -22.922, 6.484)
C (15.894, -23.005, 5.258)
C (14.829, -22.165, 4.967)
C (14.419, -21.225, 5.892)
H (16.144, -16.464, 13.177)
H (15.710, -16.506, 11.464)
H (17.256, -17.173, 12.016)
H (14.479, -18.312, 12.701)
H (15.979, -18.977, 13.287)
H (17.611, -19.655, 11.893)
H (17.341, -19.956, 10.203)
H (16.182, -21.630, 12.501)
H (17.503, -22.117, 11.444)
H (15.872, -21.916, 10.790)
H (16.657, -21.893, 8.358)
H (17.375, -23.574, 6.713)
H (16.227, -23.724, 4.524)
H (14.334, -22.238, 4.005)
H (13.610, -20.545, 5.663)
C (11.475, -22.312, 8.354)
O (12.155, -21.093, 8.668)
C (11.481, -19.937, 8.569)
O (11.116, -19.482, 7.339)
H (12.231, -23.088, 8.353)
H (11.011, -22.252, 7.375)
H (10.736, -22.524, 9.122)
Cl (6.846, -22.005, 13.613)
C (7.430, -22.468, 12.043)
C (8.024, -23.701, 11.887)
C (8.472, -24.088, 10.632)
C (8.313, -23.229, 9.566)
C (7.719, -21.988, 9.727)
Cl (7.540, -21.011, 8.297)
C (7.243, -21.570, 10.972)
N (6.585, -20.378, 11.232)
C (6.400, -19.298, 10.332)
C (5.130, -19.005, 9.862)
C (4.951, -18.009, 8.915)
C (6.048, -17.309, 8.430)
C (7.301, -17.533, 8.984)
C (7.474, -18.499, 9.970)
C (8.789, -18.607, 10.710)
C (9.951, -18.735, 9.790)
O (10.336, -19.929, 9.480)
O (10.564, -17.736, 9.351)
H (8.123, -24.350, 12.753)
H (8.942, -25.050, 10.495)
H (8.622, -23.522, 8.570)
H (5.944, -20.413, 12.013)
H (4.283, -19.592, 10.210)
H (3.956, -17.807, 8.532)
H (5.938, -16.560, 7.658)
H (8.132, -16.931, 8.645)
H (8.780, -19.460, 11.385)
H (8.950, -17.703, 11.299)



Entry 2:
# C47H42F9NO4

A cluster of 7 separate species, C47H42F9NO4 in total at a distorted geometry (ωB97M-V/def2-TZVPD, the Open Molecules 2025 dataset).

Geometry (Å):
C (1.941, 1.275, 0.801)
O (2.591, 0.498, -0.216)
C (3.991, 0.704, -0.235)
C (4.439, 1.954, -1.071)
C (5.394, 2.876, -0.419)
C (5.833, 4.082, -1.104)
C (5.259, 4.314, -2.462)
C (5.710, 5.647, -3.179)
C (4.922, 6.834, -2.483)
O (4.448, 7.723, -3.491)
C (5.697, 7.534, -1.308)
F (5.228, 6.966, -0.122)
F (7.057, 7.340, -1.310)
F (5.471, 8.877, -1.196)
C (4.358, 3.353, -3.044)
N (3.991, 2.227, -2.325)
C (3.012, 1.301, -3.023)
O (1.939, 1.857, -3.330)
O (3.380, 0.084, -3.238)
H (2.530, 1.369, 1.751)
H (1.619, 2.279, 0.400)
H (0.987, 0.736, 1.068)
H (4.539, -0.196, -0.638)
H (4.368, 0.843, 0.819)
H (5.790, 2.670, 0.606)
H (6.539, 4.830, -0.681)
H (5.437, 5.602, -4.271)
H (6.824, 5.731, -3.131)
H (4.002, 6.374, -2.020)
H (4.979, 8.537, -3.540)
H (3.957, 3.522, -4.070)
F (6.728, 14.798, -2.077)
C (7.398, 13.683, -1.740)
C (8.774, 13.651, -1.881)
C (9.467, 12.500, -1.527)
C (8.775, 11.393, -1.048)
C (7.392, 11.437, -0.916)
C (6.699, 12.591, -1.259)
H (9.294, 14.520, -2.263)
H (10.545, 12.466, -1.626)
H (9.317, 10.494, -0.776)
H (6.855, 10.575, -0.547)
H (5.622, 12.647, -1.155)
F (-2.190, -1.329, -0.223)
C (-1.604, -1.285, -1.439)
C (-2.314, -1.708, -2.547)
C (-1.712, -1.659, -3.798)
C (-0.405, -1.196, -3.922)
C (0.299, -0.778, -2.798)
C (-0.307, -0.819, -1.549)
H (-3.327, -2.072, -2.428)
H (-2.261, -1.980, -4.676)
H (0.065, -1.162, -4.898)
H (1.307, -0.410, -2.899)
H (0.222, -0.490, -0.664)
F (-1.475, 3.387, -1.304)
C (-2.196, 3.044, -2.389)
C (-1.602, 2.301, -3.391)
C (-2.347, 1.943, -4.508)
C (-3.675, 2.342, -4.612)
C (-4.259, 3.094, -3.599)
C (-3.518, 3.443, -2.477)
H (-0.563, 2.005, -3.296)
H (-1.893, 1.353, -5.295)
H (-4.255, 2.067, -5.485)
H (-5.293, 3.409, -3.683)
H (-3.959, 4.021, -1.674)
F (-4.886, -6.906, 2.027)
C (-5.088, -5.669, 1.529)
C (-4.001, -4.908, 1.142)
C (-4.210, -3.636, 0.625)
C (-5.503, -3.138, 0.512)
C (-6.587, -3.913, 0.909)
C (-6.380, -5.189, 1.416)
H (-3.000, -5.311, 1.246)
H (-3.367, -3.033, 0.311)
H (-5.666, -2.144, 0.112)
H (-7.594, -3.522, 0.824)
H (-7.213, -5.810, 1.723)
F (-2.718, -6.978, 7.177)
C (-2.693, -7.860, 6.164)
C (-3.557, -7.691, 5.096)
C (-3.527, -8.600, 4.046)
C (-2.641, -9.672, 4.082)
C (-1.782, -9.832, 5.163)
C (-1.803, -8.918, 6.208)
H (-4.245, -6.854, 5.091)
H (-4.192, -8.475, 3.205)
H (-2.622, -10.383, 3.264)
H (-1.095, -10.669, 5.192)
H (-1.135, -9.021, 7.054)
F (-8.895, -8.425, 4.601)
C (-8.217, -9.544, 4.911)
C (-6.841, -9.565, 4.766)
C (-6.140, -10.720, 5.091)
C (-6.825, -11.842, 5.546)
C (-8.208, -11.808, 5.682)
C (-8.909, -10.651, 5.368)
H (-6.327, -8.684, 4.402)
H (-5.062, -10.745, 4.989)
H (-6.278, -12.744, 5.795)
H (-8.740, -12.684, 6.032)
H (-9.985, -10.604, 5.476)



It is found that the LUMO level values, taken in the order of the records, are -0.107; -0.049 Eh.
It is found that the electronic energy values, taken in the order of the records, are -4224.1096; -3070.6098 hartree.